No. 1
Entry from the OMol25 dataset: a cluster of 2 separate species, C2H5BrSi in total (wB97M-V/def2-TZVPD).

Each line ends with the Mulliken charge.
CARTESIAN COORDINATES (ANGSTROEM)
C 0.57 1.09 2.30  0.097
C 0.64 0.96 1.13  -0.469
Si 0.24 0.95 -0.60  0.331
H 0.71 0.76 3.28  0.346
H 0.24 -0.48 -1.14  -0.126
H 1.38 1.67 -1.42  -0.079
H -1.16 1.40 -0.82  -0.091
Br -1.51 -2.76 -0.88  -0.197
H -1.11 -3.59 -1.86  0.188

Properties
HOMO level = -10.40 eV
HOMO-LUMO gap = 11.186 eV
DFT total energy = -80072.254 eV
SMILES = C#C[SiH3].Br

---

No. 2
Entry from the OMol25 dataset: the molecule C14H13N5OS (wB97M-V/def2-TZVPD).

Each line ends with the Mulliken charge.
CARTESIAN COORDINATES (ANGSTROEM)
C 6.40 1.16 1.05  -1.064
C 5.32 1.78 0.16  -0.605
C 4.03 1.04 0.27  0.548
C 2.89 1.43 0.92  -0.886
C 1.86 0.47 0.84  -0.063
C 2.22 -0.64 0.13  -0.082
C 1.49 -1.90 -0.07  0.237
O 2.05 -2.98 -0.07  -0.656
N 0.13 -1.82 -0.17  -0.040
C -0.69 -0.75 -0.51  0.075
C -0.27 0.28 -1.35  -0.122
C -1.12 1.32 -1.67  -0.804
C -2.42 1.35 -1.18  -0.638
C -2.86 0.31 -0.37  0.524
C -4.22 0.29 0.14  0.308
N -4.73 -0.69 0.92  -0.087
N -5.94 -0.38 1.17  -0.676
N -6.18 0.76 0.56  0.330
N -5.14 1.22 -0.10  -0.541
C -2.00 -0.74 -0.03  -0.553
S 3.86 -0.53 -0.43  -0.167
H 6.57 0.12 0.76  0.344
H 6.09 1.18 2.09  0.317
H 7.33 1.71 0.95  0.351
H 5.66 1.77 -0.88  0.290
H 5.16 2.82 0.45  0.304
H 2.79 2.37 1.43  0.401
H 0.90 0.60 1.30  0.496
H -0.33 -2.71 -0.06  0.253
H 0.73 0.26 -1.76  0.553
H -0.78 2.11 -2.32  0.404
H -3.09 2.15 -1.42  0.491
H -7.07 1.24 0.58  0.240
H -2.36 -1.53 0.60  0.518

Properties
HOMO level = -8.54 eV
HOMO-LUMO gap = 8.869 eV
DFT total energy = -35061.844 eV
SMILES = CCc1ccc(C(=O)Nc2cccc(-c3nn[nH]n3)c2)s1